Record 1
{
  "formula": "C3H11N4",
  "method": "ωB97M-V with the def2-TZVPD basis set",
  "species": ["C", "C", "N", "N", "H", "H", "H", "H", "H", "H", "H", "N", "C", "N", "H", "H", "H", "H"],
  "coordinates": [[0.4556, 1.8257, -1.1959], [-0.3585, 0.7349, -1.3725], [-1.3603, 0.4077, -0.3956], [1.4711, 2.1558, -2.0164], [0.2869, 2.5092, -0.3672], [-0.2227, -0.0357, -2.1251], [-1.1964, -0.5784, 0.1654], [-1.3669, 1.0962, 0.3654], [-2.3135, 0.3828, -0.7867], [1.8190, 1.3890, -2.5927], [2.2496, 2.6067, -1.5334], [0.7722, -1.1580, 2.1555], [0.0036, -2.1055, 1.6085], [-1.1042, -1.8369, 0.9871], [1.5643, -1.3590, 2.7434], [0.4887, -0.2035, 2.0723], [0.3439, -3.1366, 1.6233], [-1.5324, -2.6944, 0.6646]],
  "mulliken_spin": [0.1194, 0.4343, 0.0229, 0.3703, 0.0003, 0.0022, 0.0073, -0.0044, 0.0182, -0.0067, -0.0056, 0.0043, 0.0005, 0.0334, -0.0005, 0.0007, 0.0022, 0.0011],
  "orbital_gap_ev": [9.13, 5.20],
  "e_homo_ev": [-17.48, -17.44],
  "s2": 0.77,
  "multiplicity": 2,
  "total_energy_ev": -9231.0241,
  "relative_energy_kcal_mol": 20.6,
  "total_charge": 2,
  "e_lumo_ev": [-8.3, -12.2]
}

Record 2
{
  "formula": "C3H11N5",
  "method": "ωB97M-V with the def2-TZVPD basis set",
  "species": ["C", "C", "C", "H", "H", "H", "H", "H", "H", "H", "H", "H", "H", "H", "N", "N", "N", "N", "N"],
  "coordinates": [[-1.6421, -0.6765, 0.8750], [-1.4931, 1.8652, 0.0496], [1.0216, -0.3699, -0.9087], [-2.3724, -0.3658, 1.5788], [-2.2034, -1.2599, 0.0790], [-0.9787, -1.4727, 1.1882], [-0.5928, 2.2518, -0.5985], [-1.2169, 2.5111, 1.1800], [-2.7135, 2.1570, -0.5269], [-0.9946, -0.9850, -1.0423], [0.9180, -2.0294, -1.7469], [1.3531, 1.3120, 0.5717], [3.1352, -0.7522, -0.8921], [2.6512, -1.2659, 1.4824], [-0.8623, 0.4309, 0.3815], [-0.3178, 0.0517, -0.9341], [1.7065, -1.4077, -1.3440], [1.6928, 0.1356, 0.0905], [2.9092, -0.1302, 0.5168]],
  "mulliken_charge": [-1.0390, -0.7562, 0.4961, 0.3434, 0.3196, 0.3252, 0.3017, 0.2463, 0.2647, 0.2975, 0.2064, 0.2681, 0.4088, 0.1514, 0.1215, -0.4376, -0.7222, 0.1209, -0.9166],
  "orbital_gap_ev": 8.73,
  "e_homo_ev": -8.16,
  "total_energy_ev": -10727.9609,
  "relative_energy_kcal_mol": 276.3,
  "total_charge": 0,
  "e_lumo_ev": 0.6
}

Q: Which formula does entry 2 have?
A: C3H11N5